{"formula": "C37H45F5N2PdSSbSi2Te", "method": "ωB97M-V with the def2-TZVPD basis set", "spin_multiplicity": 1, "total_charge": 1, "e_above_lowest_kj_mol": 385.3, "molar_mass_g_mol": 1056.79, "fmax_ev_per_a": 3.987, "e_tot_ev": -99559.4762, "homo_ha": -0.341, "symbols": ["H", "Pd", "C", "F", "H", "C", "C", "C", "H", "H", "Si", "H", "F", "H", "H", "C", "C", "C", "C", "C", "H", "N", "H", "H", "H", "H", "S", "H", "C", "H", "F", "H", "H", "H", "C", "H", "C", "Si", "C", "H", "H", "H", "C", "C", "C", "C", "C", "C", "C", "C", "C", "H", "H", "H", "H", "F", "N", "H", "H", "H", "C", "Sb", "H", "H", "H", "F", "H", "H", "H", "C", "C", "H", "H", "H", "C", "C", "Te", "C", "C", "C", "C", "H", "H", "C", "H", "C", "H", "C", "C", "H", "C", "C", "H", "H", "H"], "xyz": [[-5.3279, 0.6657, 2.3007], [1.4325, 0.3810, -0.1348], [0.5733, -3.5901, -2.4423], [5.0033, 0.0188, 3.1775], [-2.3933, 4.6682, -1.0606], [2.7478, -0.5020, -2.5805], [3.6219, 0.3032, -3.2887], [5.4496, -0.6028, -2.0112], [-3.6844, -3.0969, 3.4713], [-3.1465, -0.5864, -0.1388], [-0.4502, 2.7306, 5.0834], [0.7942, 5.0811, -2.5567], [2.3931, -3.9146, 3.2753], [1.0554, -2.4002, -5.5637], [-2.7780, 3.4949, -2.3139], [1.2238, -4.4536, -4.9910], [2.9449, 3.1344, -1.6944], [-4.2885, 0.7914, 2.5915], [3.2036, -0.2760, 1.6584], [-2.6213, -1.6653, -3.4571], [3.2982, 2.1169, -1.4970], [-0.5285, 2.4523, -1.2444], [1.3204, -6.4173, -4.1355], [-1.3902, -1.0075, 3.9073], [0.4907, 0.4391, 5.4513], [-0.9789, 0.6450, 6.3879], [-0.3750, -0.7532, -0.8953], [-3.8780, 1.5969, 1.9890], [3.2089, -1.3892, -1.6198], [1.8598, 3.6853, 5.3448], [3.4035, 0.9585, 1.0598], [6.5037, -0.6427, -1.7810], [-1.0035, -1.6854, 2.3319], [3.3570, 3.7913, -0.9284], [3.7097, -1.9643, 3.2495], [0.5171, 1.3561, 6.9447], [-0.0730, 1.1436, 6.0596], [-3.3643, -0.8634, 2.3488], [-1.4749, -0.8449, 2.8345], [-2.3729, -2.2099, -2.5551], [-2.7666, -2.2241, 0.3350], [-2.3203, 1.7628, 3.7237], [0.9885, -3.1109, -4.7526], [-1.6344, 3.8929, 6.0067], [-3.8195, -1.8998, -4.1139], [-1.7511, -0.7248, -3.9716], [-4.1323, -2.1136, 3.5637], [0.6645, -2.6759, -3.4791], [0.8111, -4.9330, -2.6824], [2.1367, -0.9900, 1.1288], [-0.7056, 3.6546, -1.8266], [0.9854, 4.5391, 4.0923], [-4.5023, -2.6500, -3.7410], [0.7448, -5.6364, -1.8653], [-1.8928, 4.7562, 5.4034], [4.4365, -2.4251, 4.2645], [0.7785, 2.1385, -1.1533], [-2.0314, 5.0337, -2.7454], [-1.5764, 3.1049, 2.8577], [1.4792, -4.7807, -5.9872], [-3.4389, -1.3938, 0.5254], [0.4138, -0.5512, -3.1742], [-3.4617, 0.2572, -6.6943], [-4.2945, 1.1051, 3.6330], [-4.4420, -1.7041, 0.2551], [0.8522, -2.9614, 1.2414], [-2.5581, 3.3864, 6.2653], [2.5428, -2.1281, -1.1797], [-5.1971, -2.2200, 3.3835], [2.6577, -2.7221, 2.7447], [-3.2370, -0.2657, -5.7771], [3.2521, 0.9767, -4.0560], [-1.1912, 4.2554, 6.9268], [-1.3389, 0.7107, -5.5057], [1.4599, 3.1599, -1.6661], [1.1656, 3.5585, 4.5210], [-0.1757, 0.8107, 2.4063], [4.9811, 0.2355, -3.0113], [1.1374, -5.3680, -3.9545], [-4.1220, -1.2034, -5.2717], [3.9991, -0.7150, 2.6992], [1.6606, 2.9542, 3.7621], [-1.2321, 1.7985, -0.9233], [-2.0413, -0.0204, -5.1218], [-4.0131, -1.7925, 4.5956], [4.5671, -1.4112, -1.3151], [4.9286, -2.0855, -0.5517], [1.8787, -2.2240, 1.7017], [0.5570, 4.1410, -2.1040], [5.6737, 0.8412, -3.5766], [-1.3820, 2.2340, 3.4744], [-2.0524, 4.2427, -2.0036], [3.3123, 3.4637, -2.6629], [-5.0523, -1.4013, -5.7811], [0.3151, -3.2708, -1.4391]], "lowdin_charge": [0.030, 0.514, -0.157, 0.133, 0.092, -0.249, -0.146, -0.050, 0.028, -0.014, 0.450, 0.117, 0.134, 0.094, 0.084, -0.075, -0.017, -0.189, -0.258, -0.106, 0.047, 0.029, 0.110, -0.002, -0.003, 0.027, 0.197, 0.021, -0.137, 0.027, 0.008, 0.117, -0.023, 0.096, -0.126, 0.027, -0.190, 0.514, -0.552, 0.095, 0.011, -0.036, -0.136, -0.180, -0.052, -0.286, -0.177, -0.408, -0.068, -0.259, -0.285, 0.026, 0.119, 0.111, 0.025, 0.139, -0.098, 0.088, 0.003, 0.108, -0.212, 1.432, 0.114, 0.025, 0.028, 0.058, 0.026, 0.094, 0.026, -0.133, -0.068, 0.107, 0.024, 0.095, -0.323, -0.185, 1.253, -0.066, -0.070, -0.061, -0.141, -0.005, 0.101, -0.139, 0.030, -0.048, 0.123, -0.242, 0.033, 0.117, -0.575, -0.006, 0.089, 0.114, 0.045]}


{"formula": "C37H45IN8O11P2Rb", "method": "ωB97M-V with the def2-TZVPD basis set", "spin_multiplicity": 1, "total_charge": -1, "molar_mass_g_mol": 1052.13, "fmax_ev_per_a": 0.857, "e_tot_ev": -100886.7342, "homo_ha": -0.223, "symbols": ["H", "O", "O", "O", "C", "C", "C", "H", "N", "H", "H", "H", "H", "C", "C", "H", "O", "P", "C", "C", "H", "H", "C", "C", "C", "H", "C", "H", "H", "H", "C", "H", "O", "C", "C", "O", "H", "C", "H", "C", "C", "H", "C", "N", "C", "C", "C", "H", "H", "H", "N", "N", "Rb", "C", "C", "N", "N", "H", "H", "H", "O", "C", "H", "C", "C", "N", "N", "H", "H", "O", "O", "H", "H", "C", "P", "O", "H", "H", "H", "C", "O", "C", "C", "C", "C", "C", "H", "I", "C", "H", "H", "H", "C", "H", "H", "H", "H", "H", "H", "C", "H", "H", "C", "H", "H"], "xyz": [[2.3522, 4.6512, 1.3771], [-5.2723, -0.0981, -1.3957], [0.9272, -1.2324, -3.1166], [-2.4209, 0.4913, 1.0075], [-1.0212, -5.7278, -1.0374], [3.7534, 1.4975, 0.7801], [-2.3765, 5.4755, 0.9291], [4.7550, -0.0955, -1.6222], [-1.9215, -1.7478, 3.3139], [-5.2550, 4.0496, -3.9250], [0.1008, -1.7388, 1.4154], [5.1704, 2.4228, -1.6228], [2.1509, -0.6273, 1.7779], [2.7568, -5.4449, -3.4685], [2.2025, -3.8912, -0.2369], [-2.2736, -0.7786, 3.2756], [1.4794, -2.8061, -4.5673], [2.9985, 1.4985, -0.9037], [-4.1240, -0.0142, -1.8965], [3.6638, -0.0562, -1.6173], [2.9771, 2.2877, 3.9908], [1.6524, -4.7608, 1.6285], [2.3468, -4.0157, 1.2389], [0.6950, 2.9524, 3.2562], [2.9843, 1.9591, 1.8644], [0.5999, 2.0749, 3.8984], [-1.6798, -4.1119, 0.6881], [1.8201, -0.3459, 3.3369], [-0.3014, 3.3862, 3.1605], [3.3650, -4.3195, 1.4922], [-2.5709, 1.3109, 1.9487], [-3.2738, 5.8484, 2.8449], [2.4892, -5.0629, -4.6462], [1.7895, -3.2560, -2.2528], [5.5992, 1.0333, 2.2793], [3.2848, -6.4994, -3.1055], [1.9167, -3.7848, -4.6234], [-3.9394, -3.4540, -0.8526], [0.6110, 4.7417, 1.0198], [-0.4648, -1.7320, 3.4958], [2.3786, -4.4931, -2.3597], [-1.4716, -6.7206, -1.0316], [-3.7838, 1.3441, -2.5200], [1.6713, -2.8990, -0.9182], [-3.0801, -4.4132, -1.2296], [-1.9841, 3.1873, 0.3643], [5.0521, 1.0477, 1.0062], [-1.6267, 2.4303, -0.3183], [-3.3667, 3.4233, 3.4270], [-5.8284, 1.8683, -2.8096], [2.6315, -4.8686, -1.0755], [-4.2756, -1.6292, 0.6894], [-0.5022, -0.1369, -1.3032], [1.5188, 4.1535, 0.8781], [-2.9710, 3.7508, 2.4744], [1.6579, -1.0019, 2.5808], [-2.5048, 1.6816, -2.6184], [3.2976, -0.1372, -2.6416], [3.9744, 3.7027, -1.3260], [3.0839, -5.7456, -0.8656], [-0.7668, -4.4531, 1.4135], [-0.7464, 3.1899, -3.1646], [-4.7776, -3.1628, -1.4619], [1.3645, -2.3512, -3.3541], [0.2244, -1.1027, 2.2979], [-1.9584, -4.7355, -0.5179], [-2.5164, -3.0685, 1.0168], [-1.4795, 4.8394, -0.9159], [1.3545, 3.6852, 3.7269], [-0.4191, 4.1435, -4.0617], [-2.7570, 1.0321, 3.1540], [-4.8880, -1.2008, -0.0251], [-2.2776, -2.5336, 1.9497], [4.8420, 1.4842, 3.3492], [1.2289, 2.4636, 1.5657], [-3.2470, -0.8928, -1.9483], [-0.1012, -2.7541, 3.6175], [-0.2431, -0.1380, 2.0744], [3.2643, -0.9123, -1.0715], [-2.9117, 5.1002, 2.1527], [0.0662, 2.7038, -2.4213], [4.1209, 2.7029, -1.7364], [-3.5899, -2.6807, 0.2975], [-4.4819, 3.3845, -3.5617], [-4.8068, 2.1861, -2.9602], [-2.5142, 2.7875, 1.5838], [-3.7445, -0.9246, 1.2120], [-2.2541, 7.5061, 0.4332], [3.5512, 1.9462, 3.1397], [-2.8331, 4.6615, -4.1425], [3.8751, 2.7263, -2.7995], [-3.2156, -4.9747, -2.1441], [-2.2033, 2.8525, -3.1772], [-2.3652, -2.1871, 4.1130], [-0.7263, -5.4595, -2.0509], [-0.1438, -5.7275, -0.4002], [0.5306, 4.2985, -3.9513], [5.6467, 0.6887, 0.1744], [6.6058, 0.6660, 2.4357], [-1.9089, 4.5313, 0.0286], [5.2534, 1.4724, 4.3512], [1.7153, 4.0890, -0.1930], [-3.1425, 3.7328, -3.6860], [-0.1800, -1.1701, 4.3957], [2.1380, -3.0686, 1.7300]], "lowdin_charge": [0.046, -0.042, -0.157, -0.105, 0.007, -0.400, -0.738, 0.033, 0.010, 0.107, 0.086, 0.033, 0.054, -0.602, -0.369, 0.049, 0.104, 0.901, -0.638, -0.278, 0.083, 0.067, -0.007, -0.278, -0.412, 0.039, -0.447, 0.057, 0.024, 0.081, -0.631, 0.087, 0.000, -0.143, -0.087, 0.005, 0.049, 0.015, 0.022, -0.237, -0.092, 0.097, -0.153, 0.163, -0.024, -0.037, -0.096, 0.071, 0.117, 0.116, 0.163, 0.228, 0.779, -0.267, -0.029, 0.021, 0.144, 0.038, 0.027, 0.161, 0.072, -0.469, 0.123, -0.527, -0.285, -0.031, 0.215, 0.088, 0.041, 0.112, -0.032, 0.082, 0.116, -0.087, 0.912, -0.085, 0.108, 0.068, 0.024, -0.152, 0.045, -0.279, -0.303, -0.040, 0.017, -0.134, 0.094, 0.815, -0.111, 0.115, 0.035, 0.140, -0.206, 0.099, 0.101, 0.081, 0.129, 0.093, 0.099, -0.160, 0.100, 0.012, 0.001, 0.112, 0.044]}